{
  "formula": "C10H24Cl8O6S2",
  "method": "ωB97M-V/def2-TZVPD",
  "homo_energy_ev": -10.827,
  "homo_lumo_gap_ha": 0.4101,
  "total_charge": 0,
  "de_lowest_kcal_mol": 0.0,
  "lumo_ev": 0.33,
  "smiles": "CCOS(C)(=O)=O.CCOS(C)(=O)=O.ClCCl.ClCCl.ClCCl.ClCCl",
  "species": ["C", "C", "O", "S", "C", "O", "O", "H", "H", "H", "H", "H", "H", "H", "H", "C", "C", "O", "S", "C", "O", "O", "H", "H", "H", "H", "H", "H", "H", "H", "Cl", "C", "Cl", "H", "H", "Cl", "C", "Cl", "H", "H", "Cl", "C", "Cl", "H", "H", "Cl", "C", "Cl", "H", "H"],
  "positions_angstrom": [[0.404, -2.446, -2.482], [-0.218, -1.899, -1.143], [-1.769, -1.993, -1.576], [-2.625, -1.500, -0.278], [-4.139, -1.621, -1.067], [-2.575, -2.481, 0.755], [-2.282, -0.150, 0.063], [-0.202, -3.301, -2.828], [1.434, -2.813, -2.434], [0.378, -1.670, -3.244], [-0.074, -2.571, -0.267], [0.054, -0.915, -0.876], [-4.259, -0.741, -1.756], [-4.935, -1.732, -0.343], [-4.107, -2.529, -1.633], [-0.443, 1.637, -2.798], [1.079, 1.836, -2.852], [1.736, 0.586, -2.404], [3.205, 0.348, -3.019], [3.971, 1.900, -2.330], [3.744, -0.792, -2.380], [3.265, 0.441, -4.435], [-0.806, 1.701, -1.758], [-0.671, 0.660, -3.228], [-0.896, 2.440, -3.417], [1.338, 2.095, -3.877], [1.335, 2.629, -2.105], [3.784, 2.732, -3.010], [5.098, 1.786, -2.348], [3.704, 2.055, -1.277], [3.330, 1.319, 6.679], [1.797, 0.816, 6.073], [0.969, 2.085, 5.138], [1.897, -0.039, 5.387], [1.115, 0.491, 6.861], [-5.715, -0.798, 2.193], [-4.225, -0.337, 3.024], [-4.438, 1.165, 3.931], [-4.039, -1.134, 3.762], [-3.436, -0.337, 2.288], [-1.739, 3.210, 0.968], [-0.254, 2.325, 1.486], [1.178, 2.951, 0.657], [-0.273, 2.444, 2.547], [-0.461, 1.320, 1.139], [0.753, -0.757, 2.174], [1.950, -1.901, 1.701], [2.940, -1.433, 0.338], [2.643, -2.276, 2.499], [1.482, -2.807, 1.502]],
  "forces_ev_per_a": [[-0.402, -0.038, 0.787], [-1.102, -2.947, -2.325], [2.054, 1.284, 2.936], [0.769, -0.540, -1.384], [-1.141, 1.175, -1.083], [0.298, -0.417, 0.525], [0.092, 0.219, -0.011], [0.153, 0.425, 0.229], [-0.062, 0.314, 0.484], [-0.092, 0.026, 0.032], [-0.342, 0.327, -0.771], [-0.042, 1.198, -0.037], [-0.057, -0.879, 0.775], [-0.077, 0.405, 0.209], [0.068, -0.500, -0.439], [0.529, 0.244, 0.062], [-0.918, 0.203, 1.085], [0.164, 0.191, -1.156], [0.611, 2.865, 1.557], [1.718, -1.107, -0.440], [-0.016, -0.756, 0.454], [-0.599, 0.036, -0.571], [-0.017, -0.111, -0.501], [-0.250, 0.118, 0.024], [0.089, -0.530, 0.488], [0.525, -0.143, 0.127], [0.150, -0.593, -0.915], [-0.456, -0.089, 0.288], [-1.229, -0.276, -0.084], [-0.330, -0.042, -0.465], [0.562, 0.139, 0.317], [-1.185, -1.055, -0.827], [0.018, 0.074, 0.106], [0.279, 0.467, 0.252], [0.304, 0.378, 0.115], [-0.266, 0.006, -0.203], [-0.177, -1.050, 0.901], [0.301, 0.014, -0.300], [0.000, 0.471, -0.392], [0.198, 0.583, 0.003], [0.224, 0.087, -0.026], [-1.373, 0.239, -1.242], [-0.061, -0.120, 0.472], [0.735, -0.062, 0.501], [0.353, -0.085, 0.213], [-0.249, 0.550, 0.496], [2.152, -0.854, 1.180], [-0.086, 0.200, -0.242], [-0.540, 1.341, -0.165], [-1.277, -1.388, -1.038]]
}



{
  "formula": "C3H2ClN",
  "method": "ωB97M-V/def2-TZVPD",
  "homo_energy_ev": -10.719,
  "homo_lumo_gap_ha": 0.4114,
  "total_charge": 0,
  "de_lowest_kcal_mol": 52.0,
  "lumo_ev": 0.48,
  "smiles": "N#CCl.C#C",
  "species": ["N", "C", "Cl", "C", "C", "H", "H"],
  "positions_angstrom": [[-1.973, -1.561, -0.005], [-2.445, -0.520, -0.007], [-3.088, 0.958, -0.010], [1.731, 0.268, 0.584], [2.028, 0.279, -0.572], [1.474, 0.329, 1.601], [2.272, 0.248, -1.591]],
  "forces_ev_per_a": [[0.264, -0.696, 0.010], [0.083, -0.040, -0.006], [-0.332, 0.732, -0.003], [0.098, 0.191, -0.360], [-0.154, -0.106, 0.426], [-0.133, -0.083, 0.542], [0.173, 0.001, -0.609]]
}



{
  "formula": "C16H26N6O5OsS2",
  "method": "ωB97M-V/def2-TZVPD",
  "homo_energy_ev": [-12.558, -14.599],
  "homo_lumo_gap_ha": [0.1875, 0.2868],
  "total_charge": 2,
  "multiplicity": 5,
  "de_lowest_kcal_mol": 49.7,
  "lumo_ev": [-7.46, -6.79],
  "species": ["Os", "N", "C", "C", "N", "C", "C", "N", "H", "H", "H", "H", "H", "H", "H", "H", "H", "H", "H", "H", "H", "O", "C", "O", "H", "S", "C", "N", "C", "C", "C", "N", "H", "H", "H", "H", "H", "H", "H", "H", "O", "S", "O", "N", "C", "O", "C", "C", "C", "C", "C", "C", "H", "H", "H", "H"],
  "positions_angstrom": [[1.210, 0.311, 0.872], [2.256, -1.368, -0.352], [3.675, -1.051, -0.567], [4.245, -0.506, 0.739], [3.527, 0.698, 1.197], [4.060, 1.970, 0.679], [3.224, 2.505, -0.486], [1.823, 2.531, -0.060], [2.192, -2.092, 0.370], [1.844, -1.752, -1.200], [3.759, -0.316, -1.371], [4.246, -1.941, -0.859], [5.313, -0.299, 0.609], [4.136, -1.276, 1.507], [3.608, 0.713, 2.212], [5.099, 1.856, 0.356], [4.039, 2.714, 1.477], [3.312, 1.862, -1.365], [3.592, 3.502, -0.760], [1.223, 2.899, -0.796], [1.717, 3.157, 0.740], [1.835, -1.175, 2.754], [1.162, -0.451, 3.493], [0.615, 0.598, 3.056], [1.008, -0.705, 4.553], [-1.086, 2.112, 0.752], [-2.220, 0.983, 1.279], [-2.047, 0.311, 2.400], [-2.743, -0.907, 2.762], [-4.028, -1.056, 1.955], [-3.811, -0.618, 0.512], [-3.302, 0.707, 0.497], [-1.203, 0.535, 2.938], [-2.971, -0.879, 3.831], [-2.065, -1.756, 2.596], [-4.792, -0.393, 2.369], [-4.403, -2.076, 2.017], [-4.740, -0.675, -0.062], [-2.758, -2.439, 0.247], [-3.465, 1.305, -0.301], [-3.019, -3.237, -2.212], [-3.461, -1.908, -2.037], [-4.827, -1.548, -1.991], [-2.827, -1.536, -0.236], [-1.464, -1.010, -0.489], [-0.581, -1.131, 0.386], [-1.342, -0.436, -1.784], [-0.259, 0.360, -2.204], [-0.218, 0.835, -3.496], [-1.242, 0.550, -4.398], [-2.322, -0.240, -4.007], [-2.351, -0.711, -2.719], [0.516, 0.595, -1.474], [0.613, 1.440, -3.824], [-1.192, 0.926, -5.408], [-3.109, -0.483, -4.700]],
  "forces_ev_per_a": [[-0.097, -0.692, -0.231], [-0.444, 0.594, 0.638], [0.573, 0.200, 0.193], [0.108, -0.517, -0.441], [-0.960, -0.148, 0.601], [-0.146, 0.484, -0.569], [0.378, -0.013, 0.128], [-0.103, -0.098, 0.232], [-0.111, -0.017, -0.180], [-0.235, 0.189, 0.136], [-0.049, -0.114, 0.038], [-0.117, 0.148, 0.011], [-0.134, 0.010, 0.102], [0.034, 0.120, 0.009], [-0.014, -0.001, -0.108], [-0.081, -0.022, 0.130], [0.014, -0.107, 0.060], [-0.037, 0.070, 0.067], [-0.026, -0.180, 0.019], [-0.036, -0.116, 0.130], [-0.095, -0.024, -0.170], [0.450, -0.511, -0.650], [0.021, -0.339, 0.830], [-0.061, 0.746, -0.910], [0.105, 0.037, -0.148], [0.728, 0.299, -0.125], [-0.029, 0.058, 0.283], [-0.044, 0.153, 0.029], [-0.253, -0.315, 0.134], [0.200, 0.034, 0.085], [-0.573, 0.246, 0.274], [-0.039, -0.093, 0.100], [-0.190, 0.063, -0.348], [-0.006, -0.032, -0.122], [-0.043, 0.097, -0.010], [-0.011, -0.109, -0.160], [-0.016, -0.031, -0.020], [0.134, 0.066, 0.199], [-0.054, -0.033, -0.213], [0.218, -0.059, 0.017], [0.167, -0.295, -0.218], [0.398, 0.189, 0.603], [-0.205, 0.254, -0.336], [0.063, -0.145, -0.600], [-0.213, 0.206, -0.568], [1.296, 0.236, 1.096], [0.256, 0.039, -0.114], [-0.115, -0.281, 0.338], [-0.067, -0.010, -0.072], [-0.165, -0.153, 0.087], [-0.100, 0.118, -0.366], [-0.103, -0.304, 0.742], [-0.098, 0.032, -0.377], [0.086, 0.074, -0.022], [-0.048, 0.032, -0.056], [-0.113, -0.036, -0.179]]
}



{
  "formula": "C18H34AsO2ReS3Si3",
  "method": "ωB97M-V/def2-TZVPD",
  "homo_energy_ev": [-11.018, -11.118],
  "homo_lumo_gap_ha": [0.2640, 0.2435],
  "total_charge": 1,
  "multiplicity": 4,
  "de_lowest_kcal_mol": 4.7,
  "lumo_ev": [-3.83, -4.49],
  "species": ["Re", "C", "C", "O", "C", "C", "C", "C", "C", "C", "O", "H", "H", "H", "H", "H", "H", "H", "S", "C", "S", "S", "C", "Si", "C", "C", "As", "Si", "C", "C", "C", "Si", "C", "C", "C", "H", "H", "H", "H", "H", "H", "H", "H", "H", "H", "H", "H", "H", "H", "H", "H", "H", "H", "H", "H", "H", "H", "H", "H", "H", "H", "H"],
  "positions_angstrom": [[-0.102, -0.617, 0.003], [4.204, 0.343, 0.221], [3.011, -0.553, 0.176], [1.895, 0.017, 0.232], [3.144, -1.987, 0.081], [4.428, -2.571, 0.103], [4.598, -3.929, 0.046], [3.469, -4.751, -0.035], [2.203, -4.210, -0.063], [2.018, -2.829, -0.013], [0.749, -2.393, -0.076], [3.871, 1.375, 0.269], [4.817, 0.196, -0.669], [4.818, 0.118, 1.094], [5.298, -1.932, 0.173], [5.591, -4.359, 0.065], [3.589, -5.826, -0.078], [1.321, -4.836, -0.129], [-1.079, 3.778, -0.591], [-0.802, 2.217, -0.354], [-0.469, 1.038, -1.620], [-0.774, 1.353, 1.166], [-1.187, -4.457, -1.582], [-2.084, -4.038, -0.011], [-3.704, -4.937, -0.024], [-1.228, -4.416, 1.594], [-2.321, -1.641, -0.046], [-3.518, -1.086, -2.058], [-4.892, -2.324, -2.190], [-4.169, 0.627, -1.838], [-2.348, -1.286, -3.477], [-3.524, -1.049, 1.957], [-4.773, -2.385, 2.250], [-4.358, 0.577, 1.709], [-2.240, -1.039, 3.299], [-0.786, -5.475, -1.555], [-0.366, -3.768, -1.790], [-1.903, -4.410, -2.407], [-3.478, -6.010, -0.031], [-4.300, -4.720, -0.910], [-4.310, -4.733, 0.858], [-0.817, -5.430, 1.604], [-1.966, -4.355, 2.398], [-0.418, -3.717, 1.808], [-5.409, -2.462, -1.238], [-4.512, -3.292, -2.525], [-5.627, -1.982, -2.925], [-4.992, 0.630, -1.123], [-4.549, 1.001, -2.793], [-3.399, 1.316, -1.488], [-2.052, -2.330, -3.588], [-1.451, -0.676, -3.383], [-2.861, -0.981, -4.394], [-5.316, -2.631, 1.336], [-5.502, -2.047, 2.993], [-4.301, -3.292, 2.632], [-5.197, 0.481, 1.019], [-3.675, 1.336, 1.331], [-4.752, 0.922, 2.671], [-1.899, -2.053, 3.518], [-2.667, -0.619, 4.214], [-1.373, -0.431, 3.038]],
  "forces_ev_per_a": [[1.247, 0.950, -0.124], [0.062, 0.012, 0.014], [-0.256, 0.091, 0.028], [0.247, -0.013, -0.052], [0.078, 0.051, 0.012], [-0.006, 0.067, 0.000], [-0.044, -0.075, -0.005], [0.030, 0.006, 0.001], [-0.043, -0.159, -0.005], [-0.222, 0.066, -0.032], [0.078, 0.135, 0.101], [-0.013, 0.017, -0.001], [0.019, 0.001, 0.020], [0.012, -0.005, -0.014], [-0.021, -0.008, -0.004], [-0.034, 0.006, 0.001], [-0.005, 0.024, 0.004], [0.067, 0.014, -0.001], [-0.090, 0.179, -0.014], [0.083, -0.019, -0.021], [0.108, -0.309, 0.240], [0.053, -0.303, -0.081], [0.195, 0.014, -0.148], [0.021, 0.177, -0.004], [-0.234, -0.014, -0.029], [0.174, 0.011, 0.129], [-1.277, -0.731, -0.014], [0.028, -0.053, 0.222], [-0.160, -0.101, -0.012], [-0.042, 0.215, -0.009], [0.169, -0.036, -0.153], [0.142, -0.062, -0.170], [-0.148, -0.147, 0.023], [-0.081, 0.197, -0.031], [0.135, 0.010, 0.118], [-0.050, 0.029, 0.009], [-0.058, -0.090, -0.035], [0.052, -0.025, -0.037], [-0.009, 0.048, 0.000], [0.005, -0.062, 0.053], [-0.012, -0.045, -0.015], [-0.047, 0.033, -0.019], [0.064, -0.008, 0.035], [0.001, -0.060, 0.033], [-0.032, -0.016, -0.063], [-0.065, 0.022, 0.003], [0.043, -0.023, 0.035], [0.003, 0.056, -0.051], [0.013, -0.009, 0.042], [-0.047, 0.043, -0.010], [0.014, 0.009, -0.041], [-0.065, -0.049, -0.069], [0.023, -0.033, 0.010], [-0.044, -0.010, 0.065], [0.042, -0.024, -0.026], [-0.057, -0.017, -0.011], [-0.008, 0.029, 0.057], [-0.035, 0.059, -0.005], [0.015, -0.008, -0.042], [0.008, 0.014, 0.015], [0.011, -0.043, -0.016], [-0.035, -0.029, 0.094]]
}